Entry 1:
C57H52IN6P3RuS2 as an isolated structure, computed with ωB97M-V with the def2-TZVPD basis set.

Summary:
- LUMO energy (spin up / spin down) (eV) = -7.58 / -7.77
- maximum force (eV/Å) = 0.5
- energy above the lowest of the compared OMol25 structures with the same formula, charge and spin (kcal/mol) = 0.0

The geometry in ORCA input format:
```
! RIJCOSX wB97M-V def2-TZVPD def2/J DEFGRID3
* xyz 3 2
Ru -1.99793 0.01371 1.50048
C -5.90547 3.58621 1.15207
C -4.97200 3.21456 2.23977
N -4.85236 3.79243 3.38570
N -3.87329 3.09026 4.03760
C -3.37402 2.09253 3.32007
S -2.16839 0.95540 3.66981
N -4.06767 2.15970 2.16314
N -3.84338 1.26747 1.10961
H -6.50088 4.43420 1.48037
H -6.57704 2.76032 0.91164
H -5.36191 3.86906 0.24830
H -3.61647 3.35169 4.97689
H -4.65468 0.65638 1.01703
H -3.76906 1.81246 0.25275
I -3.53494 -1.96815 2.06618
C -3.21633 -2.18620 4.12457
C -4.35616 -2.30876 4.86301
C -4.27430 -2.61942 6.23296
C -3.05215 -2.85312 6.78005
C -1.86249 -2.74276 6.01534
C -0.63348 -3.08529 6.62250
C 0.52583 -3.04192 5.91262
C 0.50131 -2.55598 4.59780
C -0.65364 -2.16749 3.95463
P -0.30844 -1.31907 2.34709
C 1.11933 -0.26797 2.78113
C 2.11586 -0.04840 1.82816
C 3.17948 0.79644 2.11145
C 3.24853 1.44976 3.33495
C 2.24741 1.25511 4.27573
C 1.19013 0.39774 4.00384
C 0.36976 -2.65965 1.31556
C -0.43478 -3.23497 0.33431
C -0.00542 -4.34988 -0.37264
C 1.24164 -4.89577 -0.11278
C 2.06227 -4.31637 0.84675
C 1.63134 -3.20617 1.55762
C -1.90176 -2.33847 4.64580
H -5.32717 -2.19134 4.40029
H -5.17809 -2.70773 6.81938
H -2.96450 -3.14808 7.81806
H -0.63969 -3.40085 7.65829
H 1.46567 -3.33490 6.35977
H 1.45216 -2.44678 4.09643
H 2.06937 -0.55508 0.86860
H 3.96551 0.93713 1.38038
H 4.08387 2.09991 3.55990
H 2.29866 1.75445 5.23425
H 0.43361 0.23527 4.76164
H -1.40474 -2.81130 0.11256
H -0.64562 -4.79245 -1.12440
H 1.57429 -5.77171 -0.65403
H 3.03433 -4.74551 1.05755
H 2.28760 -2.76669 2.29778
N 3.45839 -1.46385 -3.75768
C 3.19794 -1.81367 -2.50543
S 1.60601 -1.72787 -1.83896
N 4.17569 -2.26821 -1.73012
C 5.52662 -2.53982 -2.14744
C 5.77349 -3.47479 -3.14415
C 7.08395 -3.72686 -3.52437
C 8.13177 -3.06701 -2.89720
C 7.87377 -2.15013 -1.88713
C 6.56658 -1.87742 -1.51245
H 2.70972 -1.19219 -4.37121
H 4.39598 -1.52704 -4.12914
H 3.92507 -2.44355 -0.76780
H 4.95479 -4.01801 -3.60127
H 7.28559 -4.45466 -4.29864
H 9.15180 -3.27388 -3.19080
H 8.69084 -1.64287 -1.39256
H 6.35492 -1.15543 -0.73291
C -0.86677 0.25671 -2.73172
P -1.72469 0.31442 -1.08522
C -3.42954 0.22459 -1.74446
C -3.98429 1.13875 -2.64606
C -5.28347 0.97671 -3.10571
C -6.03994 -0.11480 -2.69799
C -5.48711 -1.05777 -1.84297
C -4.19174 -0.88561 -1.37243
C -1.44498 2.00488 -0.43316
C -2.11374 3.18811 -0.75688
C -1.94107 4.32093 0.02767
C -1.10076 4.30209 1.13865
C -0.43062 3.13867 1.47083
C -0.61013 1.99759 0.69135
P 0.92515 0.50892 -3.02964
C 1.45110 1.97930 -2.12659
C 0.90969 3.22669 -2.44619
C 1.35582 4.36105 -1.79173
C 2.35559 4.26028 -0.82911
C 2.90569 3.02600 -0.52023
C 2.45293 1.88248 -1.16637
C 0.99728 0.94926 -4.77491
C 2.10779 1.68828 -5.20367
C 2.27695 1.96466 -6.54952
C 1.35630 1.49402 -7.47873
C 0.26460 0.74619 -7.06140
C 0.08380 0.46458 -5.71490
H -1.37887 1.02985 -3.31286
H -1.14745 -0.70334 -3.17217
H -3.40653 1.97349 -3.02158
H -5.70102 1.69578 -3.79814
H -7.04856 -0.24259 -3.06800
H -6.05601 -1.93232 -1.55567
H -3.74456 -1.64573 -0.74265
H -2.77282 3.24001 -1.61224
H -2.45575 5.23638 -0.23795
H -0.96799 5.19838 1.73067
H 0.23285 3.10301 2.32693
H -0.00567 1.11466 0.90975
H 0.16199 3.31527 -3.22694
H 0.94364 5.32894 -2.04676
H 2.71836 5.15185 -0.33433
H 3.69796 2.95950 0.21343
H 2.88343 0.91496 -0.93364
H 2.82400 2.06455 -4.48194
H 3.12561 2.55120 -6.87525
H 1.49175 1.71030 -8.52989
H -0.44976 0.37881 -7.78593
H -0.77106 -0.12666 -5.41282
*
```

Atomic partial charges in e from the Löwdin method, atoms 1 to 99:
1 Ru 0.2374
2 C 0.0243
3 C -0.3008
4 N 0.1690
5 N 0.0736
6 C -0.6649
7 S 0.7481
8 N -0.0553
9 N 0.0303
10 H 0.1047
11 H 0.0969
12 H 0.0848
13 H 0.1777
14 H 0.0903
15 H 0.0748
16 I 1.2834
17 C -0.5928
18 C -0.1415
19 C -0.0406
20 C 0.0035
21 C -0.1396
22 C 0.0089
23 C -0.0252
24 C -0.0844
25 C -0.2836
26 P 0.9068
27 C -0.3788
28 C -0.1167
29 C -0.0758
30 C -0.0500
31 C -0.0486
32 C -0.1098
33 C -0.3684
34 C -0.1667
35 C -0.0899
36 C -0.0656
37 C -0.0672
38 C -0.1060
39 C -0.2159
40 H 0.0978
41 H 0.1238
42 H 0.1307
43 H 0.1319
44 H 0.1239
45 H 0.0954
46 H 0.0670
47 H 0.1009
48 H 0.1183
49 H 0.1192
50 H 0.0915
51 H 0.0307
52 H 0.1170
53 H 0.1194
54 H 0.1182
55 H 0.1015
56 N 0.1672
57 C -0.7655
58 S 0.7632
59 N 0.0752
60 C -0.2536
61 C -0.0328
62 C -0.0492
63 C -0.0496
64 C -0.0517
65 C -0.0182
66 H 0.0876
67 H 0.1276
68 H 0.1294
69 H 0.1241
70 H 0.1189
71 H 0.1195
72 H 0.1175
73 H 0.1148
74 C -0.4666
75 P 1.0178
76 C -0.4017
77 C -0.0946
78 C -0.0447
79 C -0.0411
80 C -0.0509
81 C -0.1511
82 C -0.4034
83 C -0.0974
84 C -0.0422
85 C -0.0406
86 C -0.0512
87 C -0.2098
88 P 0.9424
89 C -0.3814
90 C -0.0909
91 C -0.0524
92 C -0.0454
93 C -0.0619
94 C -0.0973
95 C -0.3827
96 C -0.0940
97 C -0.0499
98 C -0.0434
99 C -0.0535

---

Entry 2:
C57H55AsN8OY as an isolated structure at a distorted geometry, computed with ωB97M-V with the def2-TZVPD basis set.

Summary:
- LUMO energy (spin up / spin down) (eV) = -2.38 / -2.79
- maximum force (eV/Å) = 1.4
- energy above the lowest of the compared OMol25 structures with the same formula, charge and spin (kcal/mol) = 224.4

The geometry in ORCA input format:
```
! RIJCOSX wB97M-V def2-TZVPD def2/J DEFGRID3
* xyz 1 1
Y -1.15575 0.72721 0.37847
C 3.80498 -5.82471 -1.92167
C 4.53715 -5.00351 -2.78803
C 4.11718 -3.71687 -3.08816
C 2.95225 -3.26484 -2.48119
C 2.28665 -1.96948 -2.61175
N 1.21115 -1.98882 -1.68199
C 0.98831 -3.37240 -1.28092
N -0.13658 -3.94860 -1.03885
C -1.05645 -2.92267 -1.32793
C -1.31467 -2.57095 -2.76343
C -1.41602 -3.33180 -3.91357
C -1.48942 -2.64840 -5.12328
C -1.39786 -1.25785 -5.15510
C -1.25537 -0.51365 -3.98460
C -1.25358 -1.18542 -2.77538
C -0.96351 -0.76134 -1.36751
N 0.54539 -0.81541 -1.16581
C 1.28577 0.41699 -1.21744
N 0.46108 1.50138 -0.68584
C 1.45504 2.52521 -0.58824
N 1.78540 3.14325 -1.83562
C 1.79697 2.27846 -2.78104
N 1.61159 0.89344 -2.58191
C 2.25734 0.17576 -3.56678
N 2.64076 -1.08254 -3.49522
C 2.60168 1.11685 -4.61298
C 3.17326 0.91251 -5.86710
C 3.39943 2.02402 -6.65786
C 3.07429 3.31430 -6.20982
C 2.52185 3.51351 -4.95490
C 2.28160 2.39780 -4.16847
C 2.64693 1.85284 0.02359
C 3.74505 2.30625 0.72508
C 4.73037 1.38493 1.08448
C 4.63169 0.05214 0.70390
C 3.55089 -0.39573 -0.05982
C 2.56141 0.51393 -0.37924
N -1.25268 -1.97172 -0.50630
C 2.23353 -4.07833 -1.62801
C 2.62577 -5.37545 -1.34475
H 4.15744 -6.82589 -1.71114
H 5.44532 -5.38707 -3.23505
H 4.66658 -3.08070 -3.76986
H -1.42873 -4.41469 -3.88092
H -1.59018 -3.20080 -6.04825
H -1.42146 -0.74982 -6.11097
H -1.12395 0.55886 -4.03185
H 3.42687 -0.08345 -6.20654
H 3.83851 1.90184 -7.63974
H 3.26645 4.16175 -6.85505
H 2.29067 4.50775 -4.59405
H 3.83877 3.34988 1.00212
H 5.58833 1.71433 1.65713
H 5.40877 -0.64595 0.98793
H 3.50586 -1.43252 -0.37072
H 2.03111 -6.01222 -0.70272
C -2.36096 2.76642 -3.00256
C -2.72073 2.56454 -1.55629
C -2.19693 3.46703 -0.61981
C -1.25151 4.53844 -1.09045
C -2.56431 3.38168 0.72743
C -2.11508 4.46575 1.68169
C -3.42155 2.35019 1.15643
C -3.76262 2.19486 2.62369
C -3.97078 1.46991 0.21286
C -5.02471 0.46130 0.61499
C -3.59613 1.55321 -1.14192
C -4.17662 0.56270 -2.11999
H -1.28313 2.66604 -3.15261
H -2.62784 3.77898 -3.31245
H -2.86578 2.07538 -3.66717
H -0.68914 4.98268 -0.27441
H -1.79587 5.34034 -1.59883
H -0.52244 4.13782 -1.79257
H -1.05811 4.39850 1.93464
H -2.68473 4.45911 2.60591
H -2.25961 5.44312 1.22265
H -2.95467 2.54297 3.26444
H -3.94751 1.15351 2.88147
H -4.65907 2.75755 2.89669
H -4.63689 -0.55494 0.70872
H -5.80930 0.42150 -0.13922
H -5.49767 0.72232 1.55771
H -5.13307 0.91656 -2.51658
H -4.35916 -0.40154 -1.64824
H -3.51420 0.37715 -2.95720
C -3.34852 -2.14658 2.51334
As -1.58715 -1.32623 2.45954
C -0.53046 -2.94435 2.43937
C -1.55549 -0.69010 4.32147
C -1.16680 -1.65687 5.40057
C 0.14919 -2.08572 5.55923
C 0.49330 -2.96344 6.57530
C -0.47730 -3.43691 7.44958
C -1.79170 -3.02087 7.30048
C -2.12964 -2.13413 6.28602
H -3.33805 -2.92493 3.27552
H -3.57457 -2.59156 1.54566
H -4.10340 -1.40510 2.76442
H -0.59718 -3.43464 3.40730
H 0.50714 -2.72978 2.18741
H -0.94863 -3.56896 1.65457
H -2.59002 -0.37649 4.47643
H -0.94823 0.21457 4.34068
H 0.92073 -1.73160 4.88299
H 1.52218 -3.28141 6.68503
H -0.20827 -4.12345 8.24160
H -2.55685 -3.38122 7.97606
H -3.15805 -1.80587 6.18069
C 1.76445 2.48847 3.91853
C 1.76401 0.99096 4.23615
C 1.38112 0.39761 2.90084
O 0.39154 1.31621 2.37305
C 0.63325 2.64026 2.90461
H 2.71681 2.77188 3.47030
H 1.60003 3.11193 4.79555
H 1.02363 0.74536 4.99961
H 2.73607 0.63547 4.57676
H 0.92224 -0.58907 2.95312
H 2.22944 0.35376 2.21759
H -0.29720 2.97868 3.36314
H 0.88924 3.29940 2.07310
*
```

Atomic partial charges in e from the Löwdin method, atoms 1 to 99:
1 Y 1.4524
2 C -0.0635
3 C -0.0610
4 C 0.0003
5 C -0.1209
6 C -0.1998
7 N 0.1085
8 C -0.1747
9 N 0.2172
10 C -0.3002
11 C -0.1137
12 C -0.0021
13 C -0.0646
14 C -0.0561
15 C -0.0342
16 C -0.1580
17 C -0.3301
18 N 0.0310
19 C -0.3785
20 N -0.1136
21 C -0.2013
22 N 0.1872
23 C -0.2155
24 N 0.1454
25 C -0.1911
26 N 0.2361
27 C -0.0999
28 C -0.0035
29 C -0.0656
30 C -0.0661
31 C -0.0095
32 C -0.0897
33 C -0.1356
34 C -0.0241
35 C -0.0715
36 C -0.0672
37 C -0.0053
38 C -0.0787
39 N 0.0712
40 C -0.1108
41 C -0.0050
42 H 0.1067
43 H 0.1077
44 H 0.1174
45 H 0.1192
46 H 0.1065
47 H 0.1078
48 H 0.0933
49 H 0.1167
50 H 0.1067
51 H 0.1056
52 H 0.1171
53 H 0.1195
54 H 0.1074
55 H 0.1078
56 H 0.1070
57 H 0.1186
58 C -0.0121
59 C -0.1889
60 C -0.2054
61 C -0.0241
62 C -0.2036
63 C -0.0211
64 C -0.2386
65 C -0.0318
66 C -0.2305
67 C -0.0228
68 C -0.2052
69 C -0.0200
70 H 0.0790
71 H 0.1020
72 H 0.0706
73 H 0.0774
74 H 0.1077
75 H 0.0583
76 H 0.0630
77 H 0.0792
78 H 0.0978
79 H 0.0723
80 H 0.0568
81 H 0.1083
82 H 0.0687
83 H 0.0928
84 H 0.0814
85 H 0.1097
86 H 0.0852
87 H 0.0539
88 C -0.2863
89 As 1.1029
90 C -0.2734
91 C -0.3164
92 C -0.3007
93 C -0.0729
94 C -0.0705
95 C -0.0799
96 C -0.0724
97 C -0.0476
98 H 0.0407
99 H 0.0274